{"formula": "CH3NOSi", "method": "ωB97M-V with the def2-TZVPD basis set", "e_tot_ha": -459.2515, "e_above_lowest_ev": 4.282, "charge": 0, "orbital_gap_ev": 9.61, "spin_multiplicity": 1, "homo_ev": -11.98, "symbols": ["H", "C", "H", "N", "Si", "H", "O"], "positions_angstrom": [[-1.79947, -0.61077, 1.33298], [0.86134, 1.28820, -1.25104], [-0.44834, -1.41727, -0.48144], [1.35450, 1.59450, -2.23426], [-0.38523, -0.65301, 0.71470], [0.60275, -1.10722, 1.67277], [-0.18554, 0.90557, 0.24628]], "forces_ev_per_a": [[1.078, 0.074, -0.262], [-3.966, -1.883, 5.718], [0.105, -0.903, -0.743], [0.547, 0.261, -0.771], [-1.484, -0.743, 0.601], [0.351, -0.139, 0.238], [3.370, 3.333, -4.780]]}